No. 1
75
Properties=species:S:1:pos:R:3 method="wB97M-V/def2-TZVPD" de_lowest_kcal_mol=30.8 largest_force_ha_per_bohr=0.0499 s2=3.8228 energy_ha=-3324.51858 gap_ev="6.1974 / 6.8563" charge=-1 e_homo_ev="-3.485 / -4.311" multiplicity=4
Cr -0.300 -0.020 0.280
O -0.471 -1.949 0.633
C 0.308 -2.768 1.258
C 0.075 -4.158 1.189
C 0.911 -5.078 1.785
C 2.013 -4.646 2.518
C 2.248 -3.298 2.655
C 1.431 -2.333 2.043
C 1.732 -0.967 2.229
N 1.089 0.033 1.663
N 1.536 1.256 2.006
C 0.877 2.193 1.362
O -0.018 1.858 0.496
C 1.132 3.596 1.679
C 0.187 4.568 1.339
C 0.380 5.888 1.689
C 1.525 6.268 2.372
C 2.484 5.315 2.682
C 2.295 3.992 2.344
H -0.789 -4.490 0.630
H 0.708 -6.137 1.683
H 2.679 -5.368 2.970
H 3.093 -2.957 3.242
H 2.555 -0.703 2.892
H -0.707 4.259 0.820
H -0.359 6.638 1.439
H 1.665 7.296 2.671
H 3.386 5.617 3.197
H 3.036 3.247 2.584
C -1.301 2.652 -2.852
C -2.606 3.023 -2.527
C -3.266 2.270 -1.577
C -2.630 1.181 -0.991
N -1.362 0.825 -1.302
C -0.738 1.562 -2.227
C -3.208 0.397 0.078
C -4.579 0.178 0.217
C -5.040 -0.604 1.255
C -4.133 -1.122 2.173
C -2.774 -0.894 2.023
C -2.266 -0.149 0.965
H -0.727 3.214 -3.576
H -3.069 3.892 -2.974
H -4.254 2.546 -1.237
H 0.280 1.284 -2.456
H -5.270 0.581 -0.512
H -6.098 -0.816 1.350
H -4.499 -1.723 2.996
H -2.091 -1.336 2.741
C -3.411 -3.018 -1.097
S -2.145 -1.987 -1.966
C -1.083 -3.431 -2.423
O -2.797 -1.595 -3.229
H -3.773 -3.798 -1.758
H -4.225 -2.360 -0.814
H -2.950 -3.429 -0.208
H -0.633 -3.804 -1.513
H -0.308 -3.065 -3.086
H -1.667 -4.196 -2.920
C 3.169 -0.418 -3.417
Si 2.756 -0.200 -1.548
C 4.076 -1.199 -0.579
C 3.069 1.653 -1.172
C 1.045 -0.900 -1.251
H 4.136 0.001 -3.678
H 2.422 0.062 -4.043
H 3.184 -1.472 -3.675
H 5.072 -1.073 -0.993
H 3.849 -2.260 -0.591
H 4.106 -0.887 0.459
H 4.128 1.843 -1.020
H 2.557 1.942 -0.261
H 2.725 2.314 -1.964
H 1.170 -1.957 -0.996
H 0.461 -0.882 -2.173

***

No. 2
78
Properties=species:S:1:pos:R:3 method="wB97M-V/def2-TZVPD" de_lowest_kcal_mol=0.0 largest_force_ha_per_bohr=0.0238 s2=8.7612 energy_ha=-3210.90632 gap_ev="5.7422 / 6.2184" charge=0 e_homo_ev="-6.902 / -7.516" multiplicity=6
Mn 0.015 0.738 -1.320
C -4.382 1.813 -1.030
C -3.140 1.404 -1.485
N -2.104 1.290 -0.671
C -2.288 1.572 0.597
C -3.529 2.000 1.047
N -4.580 2.124 0.240
C -1.105 1.387 1.494
C -1.181 1.431 2.872
C -0.044 1.186 3.622
C 1.142 0.969 2.941
C 1.145 0.983 1.559
N 0.029 1.135 0.869
C 2.385 0.879 0.732
C 3.659 0.982 1.269
N 4.752 1.034 0.512
C 4.560 0.978 -0.795
C 3.289 0.832 -1.333
N 2.213 0.774 -0.567
C -0.101 1.148 5.111
C -1.262 0.774 5.773
C -1.272 0.738 7.159
N -0.214 1.040 7.914
C 0.899 1.402 7.271
C 1.001 1.471 5.890
H -5.229 1.893 -1.702
H -2.973 1.161 -2.526
H -3.681 2.267 2.089
H -2.117 1.667 3.363
H 2.055 0.765 3.485
H 3.807 1.045 2.344
H 5.432 1.058 -1.435
H 3.142 0.756 -2.403
H -2.151 0.480 5.225
H -2.173 0.448 7.688
H 1.752 1.654 7.892
H 1.930 1.804 5.441
N 1.639 3.074 -4.301
C 1.293 3.021 -2.995
O 0.394 2.188 -2.659
C 1.972 3.826 -2.065
C 3.047 4.663 -2.497
N 3.932 5.294 -2.893
C 1.631 3.738 -0.684
N 1.330 3.649 0.430
H 1.025 2.619 -4.951
H 2.213 3.832 -4.634
C 1.427 -2.560 -0.432
Si -0.099 -1.728 -1.201
C 0.031 -2.194 -3.099
C -0.084 -3.695 -3.403
C 1.407 -1.708 -3.575
C -1.031 -1.448 -3.921
C -1.555 -2.692 -0.393
C -2.853 -2.546 -1.195
C -1.782 -2.108 1.008
C -1.242 -4.189 -0.232
H 1.529 -3.604 -0.765
H 1.347 -2.569 0.668
H 2.355 -2.033 -0.690
H 0.654 -4.276 -2.837
H 0.094 -3.891 -4.474
H -1.078 -4.085 -3.163
H 2.227 -2.200 -3.036
H 1.514 -0.624 -3.442
H 1.535 -1.916 -4.649
H -2.046 -1.785 -3.689
H -0.863 -1.605 -4.998
H -0.992 -0.370 -3.750
H -3.107 -1.492 -1.373
H -3.693 -3.003 -0.647
H -2.788 -3.046 -2.167
H -2.106 -1.062 0.956
H -0.871 -2.149 1.624
H -2.569 -2.673 1.535
H -1.015 -4.670 -1.188
H -2.111 -4.711 0.206
H -0.390 -4.352 0.438

***

No. 3
90
Properties=species:S:1:pos:R:3 method="wB97M-V/def2-TZVPD" de_lowest_kcal_mol=53.4 largest_force_ha_per_bohr=0.0129 energy_ha=-3162.88109 gap_ev=6.5908 charge=0 e_homo_ev=-6.736 multiplicity=1
Sn 0.299 -0.937 0.927
C 0.914 3.021 -0.184
N 1.280 2.047 0.809
C 1.369 2.493 2.185
C 0.218 2.061 3.049
N -0.632 1.114 2.798
C -1.447 1.043 3.922
C -2.527 0.206 4.194
C -3.169 0.359 5.408
C -2.757 1.321 6.343
C -1.689 2.161 6.086
C -1.050 1.999 4.863
N 0.015 2.650 4.269
C -0.155 2.536 -1.126
N -0.495 1.299 -1.326
C -1.523 1.349 -2.263
C -2.288 0.315 -2.800
C -3.268 0.655 -3.717
C -3.489 1.987 -4.100
C -2.745 3.025 -3.566
C -1.768 2.677 -2.640
N -0.874 3.422 -1.894
H 1.771 3.348 -0.790
H 0.539 3.920 0.315
H 2.079 1.485 0.564
H 1.451 3.585 2.253
H 2.275 2.070 2.629
H -2.837 -0.537 3.471
H -4.012 -0.277 5.648
H -3.285 1.406 7.284
H -1.368 2.903 6.807
H 0.597 3.355 4.685
H -2.100 -0.710 -2.503
H -3.890 -0.124 -4.141
H -4.267 2.210 -4.818
H -2.928 4.053 -3.850
H -0.783 4.422 -1.888
O 5.701 -2.721 3.757
C 4.750 -2.372 3.111
C 3.861 -3.273 2.248
O 4.105 -4.411 1.921
C 2.701 -2.439 1.887
C 2.890 -1.133 2.350
O 2.006 -0.209 2.134
C 4.170 -0.967 3.020
O 4.683 0.066 3.410
O 1.660 -2.772 1.212
N 2.216 -1.000 -0.896
C 1.857 -0.873 -2.305
C 2.953 -1.359 -3.278
C 3.699 -0.278 -4.065
C 2.864 0.634 -4.960
N 1.946 -0.096 -5.827
C 0.623 -0.044 -5.759
N -0.001 1.055 -5.315
N -0.103 -0.966 -6.427
C 0.519 -1.605 -2.579
O 0.144 -1.599 -3.782
O -0.070 -2.121 -1.614
H 3.113 -0.569 -0.696
H 2.282 -1.982 -0.627
H 1.651 0.193 -2.472
H 2.508 -2.078 -3.968
H 3.702 -1.902 -2.697
H 4.461 -0.762 -4.684
H 4.238 0.378 -3.375
H 3.532 1.228 -5.586
H 2.294 1.341 -4.361
H 2.325 -0.931 -6.246
H 0.518 1.640 -4.680
H -0.940 0.896 -4.972
H 0.291 -1.896 -6.381
H -1.072 -0.991 -6.139
N -1.751 -5.106 4.276
N -1.062 -3.919 4.105
N -0.059 -3.582 4.875
C 0.324 -2.446 4.301
N -0.431 -2.142 3.243
N -1.321 -3.106 3.127
H -1.790 -5.294 5.270
H -2.673 -4.984 3.876
H 1.149 -1.846 4.645
S -5.223 -0.979 -0.121
C -4.769 0.615 0.305
C -3.513 0.611 0.820
N -2.910 -0.618 0.889
C -3.693 -1.540 0.427
H -5.433 1.450 0.153
H -2.967 1.474 1.174
H -3.417 -2.584 0.373

***

No. 4
72
Properties=species:S:1:pos:R:3 method="wB97M-V/def2-TZVPD" largest_force_ha_per_bohr=0.0703 energy_ha=-1878.78083 gap_ev=3.0640 charge=0 e_homo_ev=-5.734 multiplicity=1
C 5.718 -1.436 3.768
O 5.363 -0.032 3.727
C 4.137 0.328 3.253
C 3.190 -0.585 2.717
C 1.952 -0.109 2.279
C 1.630 1.248 2.388
C 0.279 1.823 1.990
C -0.980 1.215 2.479
C -2.261 1.639 1.944
O -2.497 2.269 0.915
C -3.290 0.973 2.810
C -2.648 0.074 3.676
C -3.393 -0.816 4.431
C -4.780 -0.747 4.391
C -5.420 0.177 3.562
C -4.688 1.033 2.731
C -1.167 0.130 3.416
O -0.345 -0.676 3.857
C 2.610 2.146 2.813
C 3.837 1.709 3.246
H 6.685 -1.443 4.275
H 4.986 -2.013 4.341
H 5.813 -1.845 2.757
H 3.397 -1.663 2.715
H 1.228 -0.839 1.909
H 0.284 2.894 2.231
H -2.881 -1.568 5.023
H -5.378 -1.430 4.992
H -6.513 0.202 3.515
H -5.168 1.707 2.016
H 2.359 3.204 2.838
H 4.566 2.401 3.646
C 3.900 0.410 -0.953
C 3.012 0.198 -2.186
C 2.654 1.603 -2.666
C 3.722 -0.611 -3.266
N 1.757 -0.474 -1.834
P 0.386 -0.466 -2.833
H 0.169 1.779 0.934
N -0.477 -1.121 -1.529
C -1.932 -1.274 -1.566
C -2.293 -2.382 -2.551
C -2.526 0.075 -1.967
C -2.510 -1.546 -0.173
C 0.361 -1.975 -0.775
C 1.711 -1.583 -0.961
C 2.741 -2.464 -0.640
C 2.447 -3.747 -0.156
C 1.119 -4.139 0.016
C 0.076 -3.249 -0.290
H 4.228 -0.524 -0.489
H 4.804 0.959 -1.277
H 3.359 1.006 -0.199
H 1.974 1.618 -3.522
H 2.203 2.186 -1.851
H 3.580 2.115 -2.959
H 3.061 -0.811 -4.120
H 4.588 -0.037 -3.618
H 4.077 -1.566 -2.864
H -1.968 -3.356 -2.170
H -3.384 -2.400 -2.670
H -1.836 -2.215 -3.535
H -2.357 0.823 -1.177
H -2.128 0.463 -2.908
H -3.612 -0.042 -2.074
H -2.281 -0.689 0.484
H -3.608 -1.637 -0.272
H -2.128 -2.458 0.292
H 3.782 -2.216 -0.844
H 3.262 -4.444 0.034
H 0.876 -5.147 0.342
H -0.944 -3.621 -0.232